Record 1
6 unconnected molecules or ions with the total composition C46H90Br2F3N2O16S, computed with ωB97M-V/def2-TZVPD.

Geometry as XYZ:
```
160
Properties=species:S:1:pos:R:3:lowdin_charge:R:1
Br 5.047 -1.531 -4.045 0.788
Br 3.206 1.008 -5.233 0.804
S 2.026 -1.160 4.410 0.776
F 6.919 0.380 -3.631 0.043
F 6.555 -0.109 -5.750 0.052
F 5.560 2.140 -5.736 -0.009
O -0.607 -8.417 -0.380 0.121
O -0.553 -9.236 -2.485 0.005
O -6.281 4.642 0.970 0.134
O 5.045 -5.438 8.789 0.008
O -3.762 -2.867 -4.386 -0.014
O -3.576 -2.126 3.270 0.143
O 4.950 -3.943 7.236 0.038
O -1.847 -1.551 4.603 0.011
O -1.646 -1.269 2.458 -0.036
O -4.458 -3.166 -2.358 0.024
O -5.180 5.059 -0.965 0.027
O -2.872 1.953 -5.218 -0.187
O -5.871 -3.610 -4.069 0.134
O 0.468 -7.377 -2.079 0.035
O 3.258 -4.056 8.735 0.122
O -4.117 5.291 0.900 -0.014
N 1.218 -2.978 -1.636 0.015
N 1.591 2.163 -0.052 0.143
C -0.933 4.350 -3.766 -0.171
C 1.551 -1.753 -0.898 -0.260
C -1.602 1.981 -4.584 -0.235
C -2.503 -3.516 5.902 -0.055
C 1.197 0.478 2.313 -0.251
C 0.857 0.062 3.766 -0.534
C -1.592 2.984 -3.426 -0.149
C 0.871 5.594 0.070 -0.199
C 4.315 -4.438 8.301 -0.610
C -2.571 -2.012 5.766 -0.189
C 0.362 6.974 -2.074 -0.186
C 4.509 -6.044 9.970 -0.034
C -2.210 -1.464 1.154 -0.023
C 0.389 4.523 -3.008 -0.228
C -4.805 -3.256 -3.643 -0.612
C 5.079 2.296 -3.445 -0.157
C -0.260 -8.353 -1.532 -0.612
C 2.085 -6.798 -0.341 -0.060
C 0.900 -6.350 -1.171 -0.223
C -5.470 -3.588 -1.423 -0.208
C 3.704 2.282 -1.214 -0.243
C 1.853 0.609 -1.906 -0.154
C -3.326 0.636 -5.485 -0.109
C 5.952 0.128 -4.558 -0.852
C -1.297 -10.372 -2.033 -0.035
C 5.037 1.414 -4.686 -0.778
C 2.599 1.311 -0.769 -0.211
C 4.341 2.917 0.037 -0.117
C -3.991 -2.952 -5.796 -0.041
C 4.539 -1.540 7.364 -0.067
C 2.028 2.721 1.258 -0.392
C -6.377 4.773 -1.716 -0.207
C 4.304 -2.828 6.605 -0.242
C -0.133 6.462 -0.708 -0.189
C 3.362 3.494 1.081 -0.088
C 0.140 4.427 0.749 -0.184
C -7.337 5.942 -1.707 -0.061
C -5.542 -5.095 -1.315 -0.059
C 0.991 5.932 -3.027 -0.195
C -4.116 5.295 2.332 -0.040
C 0.932 3.662 1.826 -0.098
C 0.867 -0.465 -1.416 -0.165
C 4.810 1.617 -2.073 -0.125
C -5.300 4.968 0.358 -0.613
C 2.279 1.588 2.270 -0.132
C -2.470 -1.695 3.442 -0.596
H 4.747 -2.769 5.611 0.117
H 3.224 3.062 -1.823 0.140
H 2.981 0.545 -0.089 0.159
H -6.246 -5.380 -0.534 0.084
H -2.193 -10.063 -1.500 0.095
H -3.131 -2.488 -6.270 0.086
H -2.081 -1.527 6.607 0.126
H -1.465 -3.852 5.906 0.085
H -0.819 2.208 -5.319 0.124
H -4.562 -5.508 -1.071 0.081
H -1.064 5.895 -0.816 0.109
H -2.974 -3.825 6.835 0.086
H -3.531 0.101 -4.549 0.087
H 0.233 4.160 -1.990 0.058
H -1.571 -10.927 -2.925 0.094
H 0.219 -0.731 -2.257 0.115
H -3.016 -4.010 5.078 0.079
H -0.199 3.694 0.012 0.093
H 1.635 5.189 -0.609 0.089
H 1.423 6.174 0.817 0.122
H -1.396 0.978 -4.183 0.105
H 5.743 1.694 -1.510 0.118
H -0.474 7.489 -2.557 0.111
H 4.074 -1.578 8.348 0.078
H -5.173 -3.151 -0.472 0.116
H -3.081 5.421 2.640 0.082
H 4.565 -5.350 10.808 0.099
H -6.842 3.867 -1.328 0.124
H 3.241 -3.036 6.489 0.096
H -6.431 -3.160 -1.706 0.125
H 2.893 -7.141 -0.989 0.082
H -3.598 -1.654 5.717 0.126
H -2.612 3.131 -3.064 0.118
H 1.182 -5.511 -1.797 0.087
H 3.253 1.127 2.081 0.118
H 3.479 -6.354 9.814 0.096
H 2.642 -1.656 -0.884 0.113
H -4.229 0.710 -6.092 0.094
H 4.411 3.142 -3.622 0.115
H 2.595 0.093 -2.518 0.065
H 4.117 -0.699 6.814 0.055
H 0.869 0.980 4.362 0.074
H -1.038 2.517 -2.598 0.085
H 1.812 -7.619 0.320 0.076
H -6.029 4.569 -2.727 0.121
H -0.785 4.818 1.187 0.117
H -2.572 0.072 -6.050 0.086
H -4.895 -2.416 -6.077 0.098
H 1.579 -0.410 1.801 0.082
H 0.247 -2.937 -1.923 0.075
H 4.956 3.752 -0.320 0.132
H -4.063 -3.992 -6.109 0.101
H -1.533 -0.979 0.453 0.068
H 5.130 -6.912 10.171 0.094
H 6.096 2.701 -3.429 0.132
H -0.362 7.338 -0.092 0.119
H 1.410 4.344 2.535 0.137
H -5.871 -5.539 -2.254 0.078
H -1.614 5.175 -3.548 0.116
H -6.840 6.845 -2.061 0.083
H -2.271 -2.525 0.921 0.105
H 1.238 -1.922 0.139 0.096
H -3.195 -1.010 1.080 0.101
H 0.712 1.646 0.045 0.146
H 0.220 3.071 2.418 0.123
H 0.196 -0.080 -0.633 0.075
H 2.448 -5.970 0.268 0.076
H 1.811 -3.094 -2.448 0.072
H 0.876 6.315 -4.048 0.117
H -0.720 4.347 -4.839 0.115
H 1.123 7.740 -1.885 0.112
H 2.317 2.054 3.256 0.128
H 0.255 0.772 1.831 0.101
H 0.067 -6.037 -0.542 0.121
H 4.629 0.547 -2.194 0.069
H 2.073 5.863 -2.865 0.100
H 3.038 -0.974 3.550 -0.136
H 1.388 2.930 -0.703 0.135
H -8.186 5.732 -2.358 0.084
H -0.679 -10.995 -1.389 0.099
H 3.194 4.556 0.909 0.108
H 5.608 -1.372 7.503 0.083
H 3.845 3.417 2.059 0.131
H -0.149 -0.341 3.789 0.029
H 1.120 3.841 -3.472 0.107
H -4.498 4.355 2.725 0.096
H 1.361 1.348 -2.551 0.102
H -7.714 6.132 -0.703 0.078
H -4.710 6.123 2.713 0.102
H 5.048 2.213 0.487 0.124
```

Results
Highest occupied orbital energy   -11.4 eV
HOMO-LUMO gap   0.3406 Ha
Charge   +1

=====

Record 2
2 unconnected molecules or ions with the total composition C4H8OSe, computed with ωB97M-V/def2-TZVPD.

Geometry as XYZ:
```
14
Properties=species:S:1:pos:R:3:lowdin_charge:R:1
Se -1.567 -0.485 -0.348 0.851
O 2.817 -0.945 0.582 0.096
C -1.278 1.076 0.787 -0.401
C 1.684 -0.038 -1.422 -0.088
C -0.616 -1.688 0.677 -0.424
C 1.930 -0.693 -0.155 -0.248
H 0.612 0.202 -1.517 0.001
H 1.937 -0.742 -2.216 0.099
H -0.228 1.076 1.081 0.017
H -0.614 -2.696 0.298 -0.023
H 2.279 0.869 -1.535 0.093
H -1.916 0.993 1.665 0.020
H -1.525 1.973 0.229 0.017
H -0.688 -1.565 1.744 -0.009
```

Results
Highest occupied orbital energy (spin up / spin down)   -7.0 / -7.1 eV
HOMO-LUMO gap (spin up / spin down)   0.2724 / 0.2824 Ha
Energy above the lowest of the compared OMol25 structures with the same formula, charge and spin   63.7 kcal per mole

=====

Record 3
A gas-phase ion, C4H8N3O (charge +1), computed with ωB97M-V/def2-TZVPD.

Geometry as XYZ:
```
16
Properties=species:S:1:pos:R:3:lowdin_charge:R:1
O -1.656 0.883 0.957 0.014
N 3.629 -0.268 -0.107 0.259
N 0.221 -1.187 0.586 0.175
N 1.344 0.403 0.403 0.106
C -1.004 -1.061 -0.201 -0.047
C 2.553 0.105 0.018 -0.291
C 0.415 0.925 -0.540 -0.109
C -1.146 0.520 -0.276 -0.274
H 1.012 -1.733 0.285 0.152
H -1.806 -1.365 0.466 0.155
H -2.244 1.659 1.076 0.152
H -0.879 -1.364 -1.201 0.128
H 0.697 0.708 -1.502 0.102
H -0.035 -0.946 1.524 0.150
H -1.634 0.709 -1.222 0.151
H 0.534 2.012 -0.267 0.177
```

Results
Highest occupied orbital energy (spin up / spin down)   -15.3 / -15.3 eV
HOMO-LUMO gap (spin up / spin down)   0.3102 / 0.3104 Ha
Energy above the lowest of the compared OMol25 structures with the same formula, charge and spin   146.3 kcal per mole
Charge   +1

=====

no.,molar mass (Da),strongest force on any atom (eV Å⁻¹)
1,1176.09,1.581
2,151.07,2.427
3,114.13,4.487